(1)
# C24H19ClMoN6OS

A molecular structure, C24H19ClMoN6OS (ωB97M-V/def2-TZVPD, OMol25).

For the HOMO-LUMO gap (alpha / beta), the calculation gives 0.2400 / 0.2438 hartree. For the total energy, the calculation gives -2255.9270 hartree. The LUMO energy (alpha / beta) is -0.2742 / -0.2698 hartree. For the highest occupied orbital energy (alpha / beta), the calculation gives -13.993 / -13.975 eV. Its total charge is +2.

Each line ends with the Löwdin charge.
Positions of all 53 atoms, in Å:
1 Mo 0.39128 0.28884 0.49744  1.461
2 C -0.51514 4.57261 1.03092  0.011
3 C -0.46779 3.14136 0.64296  -0.222
4 N 0.19508 2.24433 1.30093  -0.147
5 N 0.89501 2.64255 2.41071  0.024
6 C 1.33924 1.63027 3.10141  -0.757
7 N 2.03812 1.83829 4.21216  0.131
8 S 0.96478 -0.06330 2.68942  0.697
9 C -1.18045 2.61764 -0.54148  -0.187
10 C -1.94242 3.39776 -1.38894  0.038
11 C -2.57733 2.79883 -2.47152  0.011
12 C -2.44515 1.43628 -2.67037  -0.002
13 C -1.67430 0.70992 -1.77973  -0.073
14 N -1.04726 1.28588 -0.75083  -0.041
15 H -0.32466 4.67764 2.09474  0.087
16 H 0.27071 5.11859 0.50026  0.121
17 H -1.47107 5.02483 0.77753  0.090
18 H 2.22500 2.78095 4.51681  0.130
19 H 2.38448 1.07100 4.76130  0.108
20 H -2.03791 4.45872 -1.21333  0.127
21 H -3.17299 3.39573 -3.14897  0.134
22 H -2.92759 0.93573 -3.49727  0.129
23 H -1.54611 -0.36015 -1.88618  0.119
24 Cl 6.45900 -2.32771 -2.74872  0.751
25 C 5.12484 -1.48621 -2.06733  -0.647
26 C 5.22066 -0.11075 -1.83663  -0.042
27 C 4.16138 0.58768 -1.29160  0.027
28 C 2.99973 -0.09700 -0.96964  -0.270
29 O 1.95811 0.56540 -0.42427  -0.244
30 C 2.88013 -1.47101 -1.19893  -0.127
31 C 1.66982 -2.18569 -0.92518  -0.019
32 N 0.58994 -1.69679 -0.39717  -0.030
33 C -0.56169 -2.54244 -0.29379  -0.192
34 C -0.75206 -3.74160 -0.93051  0.019
35 C -1.92595 -4.49091 -0.70921  -0.024
36 C -2.90347 -4.03754 0.12912  0.011
37 C -2.75809 -2.78446 0.76773  -0.127
38 C -3.73125 -2.22813 1.62793  0.043
39 C -3.51683 -1.00027 2.18904  -0.005
40 C -2.33188 -0.31500 1.88921  -0.108
41 N -1.40496 -0.80596 1.08748  -0.092
42 C -1.58885 -2.03902 0.53431  -0.166
43 C 3.96693 -2.16220 -1.75791  -0.026
44 H 6.13781 0.40439 -2.08786  0.126
45 H 4.22724 1.65057 -1.10582  0.134
46 H 1.68191 -3.23514 -1.20388  0.134
47 H -0.02033 -4.14059 -1.61885  0.119
48 H -2.04200 -5.43783 -1.21752  0.126
49 H -3.80022 -4.61765 0.30211  0.133
50 H -4.63779 -2.78282 1.83485  0.139
51 H -4.23526 -0.54791 2.85670  0.126
52 H -2.13510 0.65815 2.32350  0.116
53 H 3.89470 -3.22586 -1.94512  0.128


(2)
# C3H4N2S2

A single C3H4N2S2 molecule at a distorted geometry (ωB97M-V/def2-TZVPD, OMol25).

For the HOMO-LUMO gap, the calculation gives 0.3276 hartree. For the total energy, the calculation gives -1022.5760 hartree. The LUMO energy is 0.0013 hartree. For the highest occupied orbital energy, the calculation gives -8.880 eV. The structure (SMILES) is N#C[C@@H](S)C(N)=S.

Each line ends with the Löwdin charge.
Positions of all 11 atoms, in Å:
1 C -0.20720 0.78082 0.35260  -0.949
2 C 0.58331 -0.40819 -0.07219  -0.657
3 C 0.88310 -1.35358 1.02299  -0.320
4 H -0.42399 1.54245 -1.57237  0.071
5 H -1.22576 2.38753 -0.41309  0.082
6 H 1.54263 -0.01883 -0.43066  0.123
7 H -0.85118 -2.24569 -0.60638  -0.092
8 N -0.58047 1.67130 -0.61176  0.067
9 N 1.23809 -2.08246 1.85588  0.173
10 S -0.64177 1.01052 1.89150  0.731
11 S -0.31676 -1.28388 -1.41653  0.772


(3)
# C44H57AsBrCrN6O2

A molecular structure, C44H57AsBrCrN6O2 (ωB97M-V/def2-TZVPD, OMol25).

For the HOMO-LUMO gap (alpha / beta), the calculation gives 0.2583 / 0.2635 hartree. For the total energy, the calculation gives -8044.0255 hartree. The LUMO energy (alpha / beta) is -0.0811 / -0.0813 hartree. For the highest occupied orbital energy (alpha / beta), the calculation gives -9.237 / -9.381 eV. Its total charge is +1. The expectation value of S² is 6.011. As for the spin multiplicity: 5.

Each line ends with the Löwdin charge.
Positions of all 112 atoms, in Å:
1 Cr -0.90929 0.09815 0.10992  0.642
2 C -0.66150 1.53656 2.85841  -0.082
3 N -1.47724 1.66731 1.63455  -0.308
4 C -1.35321 3.05362 1.17810  -0.078
5 C -2.87889 1.39026 2.01838  -0.169
6 C -3.88747 1.45588 0.88430  -0.184
7 N -3.72607 0.41276 -0.12130  -0.276
8 C -4.16605 -0.87953 0.37801  -0.078
9 C -4.47642 0.76021 -1.31720  -0.093
10 H -1.02879 2.22860 3.62527  0.103
11 H 0.37828 1.77151 2.63596  0.068
12 H -0.72143 0.51825 3.23414  0.085
13 H -1.61521 3.75092 1.98347  0.106
14 H -2.01396 3.23861 0.33799  0.058
15 H -0.32445 3.24092 0.87281  0.100
16 H -3.18044 2.11363 2.78996  0.137
17 H -2.88430 0.40227 2.47696  0.094
18 H -3.83196 2.42381 0.38032  0.112
19 H -4.89031 1.40722 1.34014  0.135
20 H -5.20828 -0.85244 0.72831  0.103
21 H -3.52268 -1.20137 1.18697  0.045
22 H -4.08898 -1.62035 -0.41759  0.093
23 H -5.54568 0.90912 -1.10863  0.099
24 H -4.39189 -0.04372 -2.04816  0.085
25 H -4.08565 1.67817 -1.75634  0.076
26 N -1.62447 1.11002 -3.85284  0.140
27 C -1.57191 2.44651 -3.52880  -0.058
28 C -1.36128 2.49522 -2.18269  -0.096
29 N -1.27891 1.22357 -1.67618  0.027
30 C -1.43000 0.41642 -2.71308  -0.283
31 C -1.29107 -1.01616 -2.51226  -0.254
32 N -0.99936 -1.43582 -1.29980  0.049
33 C -0.84481 -2.79169 -1.37436  -0.072
34 C -1.04743 -3.19348 -2.66188  -0.051
35 N -1.32587 -2.04954 -3.38144  0.141
36 H -1.74345 0.73290 -4.77852  0.166
37 H -1.69168 3.21956 -4.26178  0.122
38 H -1.22204 3.36883 -1.57719  0.105
39 H -0.60569 -3.37680 -0.50640  0.120
40 H -1.03091 -4.16351 -3.11986  0.122
41 H -1.53084 -2.01316 -4.36637  0.165
42 C 3.94763 -2.81701 5.33493  -0.067
43 C 2.53785 -3.39673 5.43962  -0.560
44 C 2.62852 -4.92143 5.29948  -0.044
45 C 1.97048 -3.04638 6.82174  -0.043
46 C 1.61581 -2.83758 4.36196  -0.176
47 C 2.02770 -1.92483 3.40929  -0.076
48 C 1.11387 -1.46320 2.47825  -0.524
49 Br 1.74836 -0.27784 1.13518  0.941
50 C -0.23562 -1.82434 2.41508  -0.394
51 O -1.07360 -1.26335 1.55799  -0.274
52 C -0.63469 -2.82216 3.34649  -0.078
53 C 0.28873 -3.26208 4.28544  0.023
54 C -2.05817 -3.39063 3.32262  -0.521
55 C -2.25392 -4.60811 4.23814  -0.063
56 C -2.40223 -3.86458 1.90505  -0.046
57 C -3.02893 -2.30386 3.79806  -0.030
58 H 4.56772 -3.22249 6.13359  0.086
59 H 3.94469 -1.73124 5.43593  0.086
60 H 4.41926 -3.07466 4.38595  0.085
61 H 3.28050 -5.33353 6.06998  0.086
62 H 3.03353 -5.19682 4.32521  0.089
63 H 1.65255 -5.39321 5.40326  0.077
64 H 2.63045 -3.41700 7.60574  0.085
65 H 0.98762 -3.48998 6.97450  0.078
66 H 1.87402 -1.96674 6.93696  0.090
67 H 3.04404 -1.56652 3.36493  0.093
68 H -0.02955 -4.00354 4.99636  0.095
69 H -1.53247 -5.39631 4.02276  0.089
70 H -3.25239 -5.01359 4.07283  0.087
71 H -2.18476 -4.35195 5.29408  0.085
72 H -1.75547 -4.70011 1.62866  0.092
73 H -2.27254 -3.07692 1.16867  0.041
74 H -3.43396 -4.21869 1.87218  0.089
75 H -2.78859 -2.00877 4.82016  0.095
76 H -4.05612 -2.67031 3.78078  0.091
77 H -2.96761 -1.41639 3.16969  0.040
78 O 1.29930 0.62326 -1.77998  -0.514
79 As 2.79734 0.29897 -2.38935  1.169
80 C 4.10843 1.55834 -1.78906  -0.308
81 C 3.76301 2.40548 -0.74453  -0.097
82 C 4.69278 3.31947 -0.26897  -0.067
83 C 5.95405 3.38522 -0.84108  -0.069
84 C 6.29300 2.54368 -1.89230  -0.070
85 C 5.36935 1.62806 -2.37102  -0.094
86 C 2.73872 0.33868 -4.30673  -0.295
87 C 3.63023 -0.38186 -5.09134  -0.093
88 C 3.54075 -0.30769 -6.47408  -0.069
89 C 2.56229 0.47872 -7.06560  -0.074
90 C 1.66660 1.19086 -6.27957  -0.082
91 C 1.75006 1.12002 -4.89677  -0.099
92 C 3.42295 -1.45350 -1.92734  -0.324
93 C 4.53959 -1.64362 -1.12507  -0.095
94 C 4.90955 -2.93096 -0.75818  -0.065
95 C 4.16430 -4.01663 -1.18965  -0.068
96 C 3.04658 -3.82467 -1.99208  -0.071
97 C 2.67487 -2.54316 -2.36244  -0.103
98 H 2.76934 2.34802 -0.31773  0.081
99 H 4.43229 3.98013 0.54581  0.108
100 H 6.67681 4.09879 -0.47159  0.109
101 H 7.27486 2.60341 -2.33983  0.109
102 H 5.63441 0.97685 -3.19504  0.105
103 H 4.38024 -1.01524 -4.63256  0.107
104 H 4.23267 -0.86597 -7.08906  0.110
105 H 2.49792 0.53557 -8.14292  0.108
106 H 0.91209 1.80786 -6.74727  0.102
107 H 1.05916 1.66578 -4.26184  0.084
108 H 5.11226 -0.79447 -0.77406  0.103
109 H 5.77571 -3.08335 -0.12960  0.110
110 H 4.45366 -5.01713 -0.90012  0.109
111 H 2.46834 -4.67523 -2.32736  0.106
112 H 1.79838 -2.38762 -2.98364  0.097